No. 1
The following is a DFT calculation (ωB97M-V/def2-TZVPD) of a cluster of 2 separate species, C5H13INO in total at a distorted geometry.

Values from the calculation:
- E: -625.621507 Ha
- Frontier orbital gap: 0.3226 Eh
- Energy relative to the best compared isomer or geometry (same formula, charge and spin): 3.144 eV

```
! RIJCOSX wB97M-V def2-TZVPD def2/J DEFGRID3
* xyz 1 1
C -0.680 -2.404 1.092
C -0.317 2.969 0.402
C -0.192 -2.177 -0.309
C -0.686 -0.867 -0.872
C 0.851 0.611 0.331
N 0.668 1.973 -0.319
O -0.424 -0.395 -2.069
I 2.859 -0.071 -0.025
H -0.100 -3.183 1.440
H -1.685 -2.744 1.123
H -0.440 -1.519 1.801
H -0.030 2.968 1.441
H -0.084 3.982 0.181
H -1.346 2.706 0.372
H -0.751 -2.981 -0.935
H 0.921 -2.440 -0.493
H -1.493 -0.448 -0.392
H 0.776 0.798 1.351
H 0.164 1.805 -1.164
H 1.618 2.208 -0.498
H 0.373 -0.791 -2.458
*
```

No. 2
The following is a DFT calculation (ωB97M-V/def2-TZVPD) of a cluster of 2 separate species, C19H22O5S in total at a distorted geometry.

Values from the calculation:
- E: -1511.419893 Ha
- Frontier orbital gap: 0.1318 Eh
- Energy relative to the best compared isomer or geometry (same formula, charge and spin): 5.159 eV

```
! RIJCOSX wB97M-V def2-TZVPD def2/J DEFGRID3
* xyz 0 1
C 2.752 2.143 -1.799
O 1.451 2.535 -2.157
C 0.559 1.541 -1.949
C -0.825 1.709 -2.057
C -1.689 0.601 -1.948
C -3.042 0.768 -2.059
C -3.595 2.036 -2.242
C -5.065 2.208 -2.359
C -2.746 3.136 -2.347
C -1.388 2.984 -2.270
H 3.423 2.985 -1.955
H 2.767 1.863 -0.746
H 3.081 1.308 -2.416
H 0.949 0.568 -1.694
H -1.265 -0.377 -1.798
H -3.688 -0.090 -2.024
H -5.336 3.262 -2.402
H -5.444 1.728 -3.261
H -5.579 1.772 -1.504
H -3.173 4.110 -2.505
H -0.738 3.835 -2.362
C -2.933 0.500 3.874
C -1.436 0.265 3.892
O -0.966 -0.233 2.660
C 0.409 -0.093 2.600
C 1.087 -0.685 1.537
S 2.876 -0.647 1.469
C 2.957 -2.270 0.678
C 3.039 -3.393 1.468
C 3.072 -4.641 0.886
C 3.029 -4.760 -0.489
C 2.958 -3.631 -1.276
C 2.925 -2.383 -0.692
O 3.456 0.249 0.407
O 3.514 -0.878 2.818
O 1.018 0.535 3.485
H -3.333 0.777 4.851
H -3.207 1.293 3.174
H -3.452 -0.398 3.543
H -0.875 1.188 4.098
H -1.120 -0.470 4.652
H 0.543 -1.206 0.769
H 3.096 -3.275 2.537
H 3.096 -5.520 1.507
H 3.042 -5.737 -0.946
H 2.892 -3.721 -2.347
H 2.903 -1.491 -1.297
*
```

No. 3
The following is a DFT calculation (ωB97M-V/def2-TZVPD) of a cluster of 2 separate species, CH5NP2 in total at a distorted geometry.

Values from the calculation:
- E: -778.438140 Ha
- Frontier orbital gap (alpha / beta): 0.2619 / 0.2517 Eh
- Energy relative to the best compared isomer or geometry (same formula, charge and spin): 2.060 eV

```
! RIJCOSX wB97M-V def2-TZVPD def2/J DEFGRID3
* xyz 0 1
C -0.549 -0.737 1.871
N -0.488 0.532 -1.565
P -1.564 0.310 -0.504
P 1.041 0.229 -2.124
H -1.426 -1.128 2.348
H 0.138 -1.460 1.471
H -0.114 0.138 2.316
H 1.166 1.457 -2.791
H 1.797 0.660 -1.022
*
```

No. 4
The following is a DFT calculation (ωB97M-V/def2-TZVPD) of a cluster of 3 separate species, C2F3NO in total at a distorted geometry.

Values from the calculation:
- E: -505.517814 Ha
- Frontier orbital gap (alpha / beta): 0.3574 / 0.3650 Eh
- Energy relative to the best compared isomer or geometry (same formula, charge and spin): 1.933 eV

```
! RIJCOSX wB97M-V def2-TZVPD def2/J DEFGRID3
* xyz 0 3
C 1.951 -0.095 -0.002
C -1.163 0.763 -0.391
N 2.658 -0.945 -0.282
O -1.211 -0.374 -0.679
F -1.422 1.562 0.531
F 1.098 0.717 0.471
F -1.911 -1.628 0.351
*
```

No. 5
The following is a DFT calculation (ωB97M-V/def2-TZVPD) of a cluster of 8 separate species, C29H44N4O5 in total at a distorted geometry.

Values from the calculation:
- E: -1726.485092 Ha
- Structure (SMILES): c1cc[nH]c1.c1cc[nH]c1.c1cc[nH]c1.c1cc[nH]c1.O=C1CCCO1.CC(C)=O.CC(C)=O.CC(C)=O
- Frontier orbital gap: 0.2889 Eh
- Energy relative to the best compared isomer or geometry (same formula, charge and spin): 3.464 eV

```
! RIJCOSX wB97M-V def2-TZVPD def2/J DEFGRID3
* xyz 0 1
C -2.725 -1.809 3.001
C -2.552 -0.529 2.425
C -3.175 0.505 3.201
N -3.949 -0.180 4.106
C -3.687 -1.508 4.010
H -2.451 -2.811 2.703
H -1.951 -0.253 1.571
H -3.195 1.581 3.102
H -4.680 0.246 4.658
H -4.100 -2.131 4.789
C 4.666 0.107 0.168
C 4.471 -0.890 1.132
C 5.146 -2.022 0.613
N 5.795 -1.631 -0.523
C 5.534 -0.348 -0.745
H 4.340 1.132 0.269
H 3.863 -0.897 2.025
H 5.378 -3.000 1.008
H 6.442 -2.232 -1.013
H 6.056 0.033 -1.610
C -5.347 -3.037 -4.084
C -5.069 -3.864 -2.974
C -4.236 -3.170 -2.128
N -4.018 -1.952 -2.576
C -4.519 -1.861 -3.854
H -6.131 -3.197 -4.809
H -5.535 -4.828 -2.835
H -3.827 -3.446 -1.168
H -3.419 -1.231 -2.199
H -4.527 -0.905 -4.356
C -0.826 -0.935 -5.905
C -1.306 -0.796 -4.644
C -1.800 0.511 -4.422
N -1.989 1.131 -5.624
C -1.315 0.236 -6.520
H -0.342 -1.773 -6.384
H -1.221 -1.559 -3.885
H -2.082 0.882 -3.447
H -2.220 2.107 -5.741
H -1.196 0.469 -7.568
O 0.660 3.613 4.280
C 0.838 3.211 3.122
C 1.109 1.805 2.681
C 1.026 1.983 1.127
C 1.335 3.429 0.848
O 0.925 4.007 2.078
H 2.089 1.510 3.056
H 0.407 1.047 3.028
H 1.763 1.343 0.640
H 0.105 1.724 0.605
H 2.379 3.582 0.573
H 0.754 4.068 0.183
C 0.273 -1.827 1.039
C 0.113 -1.552 -0.457
C 1.350 -1.075 -1.140
O -0.814 -1.823 -1.182
H 0.966 -2.637 1.263
H -0.613 -2.273 1.492
H 0.485 -0.837 1.441
H 1.388 -1.529 -2.130
H 2.169 -1.129 -0.422
H 1.120 -0.016 -1.250
C 0.030 2.588 -2.768
C 1.403 3.047 -2.402
C 1.603 4.558 -2.425
O 2.266 2.270 -2.010
H -0.215 2.569 -3.830
H -0.684 3.211 -2.230
H -0.061 1.558 -2.421
H 2.438 4.574 -3.126
H 1.982 4.988 -1.498
H 0.750 5.169 -2.721
C 1.193 -1.288 4.293
C 1.666 -0.281 5.291
C 1.028 -0.384 6.699
O 2.413 0.662 5.084
H 1.932 -1.290 3.491
H 0.164 -1.179 3.950
H 1.289 -2.310 4.659
H 0.240 0.339 6.909
H 1.833 -0.222 7.415
H 0.607 -1.346 6.994
*
```

No. 6
The following is a DFT calculation (ωB97M-V/def2-TZVPD) of a cluster of 2 separate species, C3H7NOS in total at a distorted geometry.

Values from the calculation:
- E: -646.525104 Ha
- Frontier orbital gap (alpha / beta): 0.3207 / 0.3210 Eh
- Energy relative to the best compared isomer or geometry (same formula, charge and spin): 5.085 eV

```
! RIJCOSX wB97M-V def2-TZVPD def2/J DEFGRID3
* xyz 0 1
C -0.586 1.369 -0.187
C -1.222 -1.201 -0.047
C -0.347 -0.008 0.337
N 1.697 -0.744 -0.457
O 4.006 -0.073 0.036
S 2.611 0.323 0.138
H 0.337 1.746 -0.214
H -1.075 1.070 -1.171
H -1.177 2.209 0.301
H -1.855 -1.372 0.849
H -0.853 -2.241 0.031
H -1.702 -0.950 -0.938
H 0.167 -0.128 1.320
*
```